(1)
C6H15N2 | ωB97M-V/def2-TZVPD

Computed properties:
Gap between HOMO and LUMO, eV: 9.2
DFT total energy, hartree: -346.80998
Energy relative to the best compared isomer or geometry (same formula, charge and spin), eV: 2.791
SMILES: C[C@H]1C[C@@](C)([NH3+])[C@@H]1N

```
! RIJCOSX wB97M-V def2-TZVPD def2/J DEFGRID3
* xyz 1 1
N 1.05243 0.05952 1.88991
N 1.14210 1.01829 -1.41055
C 1.59934 -1.25274 -0.46802
C -0.79889 -0.44019 -0.95405
C -1.21948 -0.40320 0.54661
C 0.63285 -0.09245 -0.64674
C -2.48561 0.41073 0.61776
C 0.18092 0.50555 0.91012
H -1.23386 -1.44111 1.09401
H 0.81335 -0.78222 2.34468
H 1.49588 0.67333 -2.28473
H 2.24170 -1.48868 -1.42634
H -0.05210 1.59059 0.90664
H 2.28894 -1.01584 0.33199
H 1.14695 -2.16870 -0.16201
H 1.90518 1.45067 -0.79285
H -2.08199 1.44289 0.28542
H -0.96891 -1.44230 -1.44935
H -3.11519 0.40004 1.45656
H -3.10833 0.13198 -0.26436
H 1.43273 0.81728 2.47607
H -1.36308 0.25835 -1.47299
H 0.49509 1.76822 -1.52779
*
```



(2)
C17H40BeF3O15S4 | ωB97M-V/def2-TZVPD

Computed properties:
Gap between HOMO and LUMO, eV: 4.2
DFT total energy, hartree: -3706.77659
Energy relative to the best compared isomer or geometry (same formula, charge and spin), eV: 1.566

```
! RIJCOSX wB97M-V def2-TZVPD def2/J DEFGRID3
* xyz 1 1
S -4.22216 1.56416 -4.01344
S -4.06501 -1.59699 2.07054
S 2.23371 -3.36331 -0.28772
S 3.99202 3.18383 -2.64445
F 0.05426 1.76814 2.74051
F 1.84068 2.19325 3.88498
F 0.21355 0.88470 4.75437
O 0.05782 2.89856 -1.14787
O 5.39952 2.92886 -1.81017
O 1.79624 -4.44584 -1.21152
O -5.27258 -2.19240 1.47664
O -4.52730 -0.15038 2.79921
O -4.32028 2.78495 -4.80271
O -5.72668 1.19713 -3.50388
O 0.75001 -0.79359 2.47222
O 3.18614 4.27510 -2.05767
O 2.89225 0.12266 2.74438
O 1.19429 -3.38706 1.03636
O -3.62727 0.39005 -4.64396
O -3.17104 -2.35402 2.92596
O 3.61825 -3.29257 0.18018
O 4.29164 3.26315 -4.07768
C 0.53192 -5.83895 1.42571
C 1.53645 0.08762 2.91592
C -3.05584 -0.87674 0.75555
C 1.68359 -1.67261 -0.93670
C -0.13603 1.67994 -0.47266
C 0.91656 1.26152 3.64163
C -3.61944 0.60943 3.63455
C -5.89105 -0.07696 -2.93249
C 0.14115 -4.38740 1.17358
C -7.20305 -0.24107 -2.23594
C 3.58417 -0.99664 2.19416
C -3.46593 1.87924 -2.30069
C 4.70063 -0.57710 1.20550
C -4.29326 1.76791 4.29964
C 6.29883 2.03312 -2.35327
C 7.48816 2.09824 -1.46635
C 3.07775 1.62078 -2.30715
Be 0.77919 5.28938 -1.85412
H 8.26895 1.50240 -1.93907
H -0.01467 0.88788 -1.21160
H -0.30140 -6.50803 1.64026
H -4.94105 2.33553 3.63161
H -2.46997 2.29660 -2.44895
H 2.99089 -1.74768 1.67255
H -0.54254 -4.30286 0.32887
H -5.85856 -0.88383 -3.66461
H -7.24271 -1.26385 -1.86118
H 1.64240 -1.04541 -0.04618
H -4.98100 1.44711 5.08206
H 1.21127 -5.90545 2.27550
H 0.59458 1.41225 0.29065
H -4.10644 2.54822 -1.72595
H 2.22859 1.57640 -2.98910
H 1.03607 -6.28827 0.57011
H 5.18917 0.31167 1.60488
H -2.93181 -1.61739 -0.03449
H -2.15612 -0.51761 1.25518
H -3.59580 2.51960 4.66924
H 8.00178 3.03840 -1.26534
H -5.08890 -0.31708 -2.23463
H 2.31909 -1.21443 -1.69451
H -2.73147 0.96211 3.10995
H -3.32913 0.92415 -1.79355
H 6.57198 2.24963 -3.38604
H 5.91945 1.01507 -2.44131
H -3.70410 -0.07054 0.41219
H -0.38036 -3.96243 2.03121
H -1.07717 1.35876 -0.02635
H 7.22946 1.67245 -0.49688
H -3.17634 0.05767 4.46359
H -7.93675 -0.17824 -3.03958
H 0.63820 -1.60808 -1.23853
H 2.81629 1.77711 -1.26059
H 3.78490 0.80600 -2.46257
H 5.53724 -1.27134 1.12662
H -7.48960 0.36862 -1.37904
H 4.35189 -0.36274 0.19528
H 4.06180 -1.54046 3.00916
*
```



(3)
C5H8O | ωB97M-V/def2-TZVPD

Computed properties:
Gap between HOMO and LUMO, eV: 10.2
DFT total energy, hartree: -270.36767
Energy relative to the best compared isomer or geometry (same formula, charge and spin), eV: 5.176

```
! RIJCOSX wB97M-V def2-TZVPD def2/J DEFGRID3
* xyz 0 1
O -1.98817 -0.77405 -0.28372
C -0.64621 -0.48469 -0.27820
C 0.19138 -1.17651 -1.33059
C 0.48257 -1.71141 -0.16403
C 1.09463 1.28608 0.33359
C -0.37579 0.96484 0.10922
H -2.12987 -1.38327 -1.02559
H -0.14888 -1.04959 0.79487
H -0.76868 1.54516 -0.73377
H 1.21363 2.34315 0.59058
H 1.68134 1.07673 -0.56587
H 0.86126 -2.54828 0.41388
H 1.51520 0.69050 1.15328
H -0.98240 1.22134 0.98636
*
```



(4)
C37H49BiN5O3PTe | ωB97M-V/def2-TZVPD

Computed properties:
Gap between HOMO and LUMO, eV: 7.7
DFT total energy, hartree: -2762.86419
Energy relative to the best compared isomer or geometry (same formula, charge and spin), eV: 0.336

```
! RIJCOSX wB97M-V def2-TZVPD def2/J DEFGRID3
* xyz 0 1
Bi 0.01071 -0.10726 0.21201
Te 1.63891 -3.63866 -2.02179
P 2.45971 -2.64296 -0.09739
O 3.94651 -1.96186 -0.29049
O 2.78721 -3.82546 0.97951
O 1.76321 -1.54166 0.70191
N -1.15159 0.99964 -1.43499
N 0.42971 2.79184 -0.08339
N 1.09471 -0.10816 -2.76859
N -0.67129 3.50714 -0.29209
N 1.42191 0.04834 -1.49119
C -2.44299 0.53094 -3.46329
C 2.17111 0.11774 -3.53859
C -1.79169 -1.88616 -6.30239
C 3.35861 -3.52086 2.23991
C -1.60999 -2.68386 0.95581
C -3.09789 -3.03206 1.01611
C -1.28479 0.97084 3.48001
C -1.29369 0.42224 -2.65579
C 1.13271 1.02464 3.39181
C 5.16401 -2.35316 -2.35949
C 0.99081 4.92664 -0.46129
C -0.06179 0.32234 3.52181
C -0.37909 -1.02046 -4.41059
C -0.76139 -3.94886 1.02941
C -4.28269 3.14624 0.40981
C -2.98919 3.64764 0.35611
C 4.53011 -4.45236 2.50351
C 1.08021 2.39604 3.20861
C -2.19969 1.69064 -0.83749
C -5.39249 3.95224 1.01971
C -3.49769 1.18144 -0.74459
C -2.58269 -0.17846 -4.63179
C 1.44121 3.63034 -0.17669
C -1.30909 2.35044 3.30711
C 2.70231 0.39934 -1.42589
C 3.22401 0.45354 -2.70949
C -1.95599 2.94064 -0.24439
C -0.21519 -0.27986 -3.24579
C -4.51409 1.89044 -0.13829
C -0.37699 4.80474 -0.52599
C -0.14849 4.56874 3.05481
C -2.57149 0.22064 3.65841
C 4.92601 -2.76296 -0.91529
C 2.43111 0.28164 3.42231
C -1.58339 -1.03206 -5.09079
C -0.13419 3.07334 3.17631
C -1.28579 -1.88456 -0.31139
H 2.58781 -3.65406 3.00751
H -1.42909 -2.89456 -6.11979
H -3.69889 -2.12606 1.07601
H 5.50181 -1.32186 -2.40889
H 4.24021 -2.45286 -2.92709
H -0.78369 -2.50376 -1.04689
H -1.10449 4.92594 2.67671
H -5.12029 4.30244 2.01441
H -0.98699 -4.60356 0.19001
H -1.25179 -1.48366 -7.15849
H -3.39449 -3.58406 0.12841
H -2.78669 4.61844 0.78461
H -0.02139 -0.74766 3.67101
H 5.01341 -4.18776 3.44151
H 4.62231 -3.81626 -0.87789
H 5.91881 -2.99776 -2.80059
H -3.01489 0.46984 4.62341
H 1.99541 2.96254 3.10651
H 3.68591 -2.47626 2.24571
H -5.60429 4.82864 0.40691
H 1.58121 5.81014 -0.59749
H -2.40869 -0.85396 3.63241
H 5.84811 -2.64506 -0.33389
H 0.64461 4.90634 2.38941
H -2.26359 2.86084 3.29531
H -1.13659 5.52854 -0.74389
H 4.21911 0.71944 -2.99849
H 3.27971 0.96024 3.46271
H 2.13601 0.02804 -4.60409
H 2.51471 -0.32716 2.52231
H 0.02061 5.02114 4.03431
H 5.25451 -4.36876 1.69651
H -3.28369 0.48944 2.87861
H -6.30389 3.36364 1.09201
H 3.17871 0.55984 -0.48219
H -3.23149 1.20044 -3.15659
H -2.19169 -1.49356 -0.76319
H -3.49869 -0.08626 -5.19819
H 2.47751 -0.39226 4.27791
H 2.44601 3.28194 -0.04399
H 0.45341 -1.60816 -4.77059
H -0.94549 -4.48836 1.95731
H 0.29481 -3.69986 0.98591
H 4.18121 -5.48216 2.55631
H -5.50659 1.46414 -0.09969
H -3.70509 0.21264 -1.17399
H -3.30789 -3.64606 1.88991
H -2.84839 -1.93086 -6.55209
H -1.38679 -2.07076 1.83881
*
```



(5)
C2H5NO | ωB97M-V/def2-TZVPD

Computed properties:
Gap between HOMO and LUMO, eV: 10.7
DFT total energy, hartree: -209.18867
Energy relative to the best compared isomer or geometry (same formula, charge and spin), eV: 0.916
SMILES: CC(N)=O

```
! RIJCOSX wB97M-V def2-TZVPD def2/J DEFGRID3
* xyz 0 1
O -0.01334 0.14322 -1.89315
N -0.76751 1.18179 0.02449
C -0.13802 0.25532 -0.69914
C 0.55140 -0.86574 0.35745
H 0.14239 -1.82618 0.03688
H 1.62019 -0.83594 0.13420
H -0.58966 0.80796 0.99617
H 0.44335 -0.81604 1.45846
H -1.24880 1.95562 -0.41537
*
```



(6)
C5H9NO | ωB97M-V/def2-TZVPD

Computed properties:
Gap between HOMO and LUMO, eV: 8.2
DFT total energy, hartree: -325.89462
Energy relative to the best compared isomer or geometry (same formula, charge and spin), eV: 1.168
SMILES: Cc1cc[nH]c1.O

```
! RIJCOSX wB97M-V def2-TZVPD def2/J DEFGRID3
* xyz 0 1
O -3.41148 -0.59760 -0.04585
N -0.46450 -0.74643 -0.33042
C 1.93250 2.02168 0.09694
C 0.51755 -1.43416 0.31752
C 1.61446 -0.60152 0.34671
C -0.07909 0.56253 -0.47069
C 1.18785 0.71799 0.04223
H -4.07231 -1.27708 0.11332
H 2.55359 -0.92324 0.77906
H -0.85856 1.25096 -0.74699
H 2.96716 1.90906 0.41595
H 0.58098 -2.46839 0.60288
H 1.97231 2.41698 -0.91913
H 1.41879 2.73343 0.73933
H -1.38484 -1.02007 -0.62820
H -3.83313 0.21330 0.24290
*
```



(7)
C23H29GeN11OS2Zr | ωB97M-V/def2-TZVPD

Computed properties:
Gap between HOMO and LUMO, eV: 5.2
DFT total energy, hartree: -4491.74201
Energy relative to the best compared isomer or geometry (same formula, charge and spin), eV: 2.225

```
! RIJCOSX wB97M-V def2-TZVPD def2/J DEFGRID3
* xyz 0 1
Zr -0.02004 -0.31518 0.59718
Ge 0.71368 0.47608 -3.19245
S -2.04783 0.51500 2.11266
S -0.25291 -2.82126 -0.55813
O 1.26694 1.00971 1.64850
N 4.19583 2.57334 1.94892
N -0.38038 -1.82679 2.40148
N 0.96506 5.16666 3.64306
N -0.13309 1.93628 -0.82419
N 1.92823 -1.57956 1.08962
N 0.79534 2.09191 2.23322
N -1.62233 -2.05166 2.94643
N -2.78954 -3.69445 -0.49409
N -3.70186 -1.20969 3.23818
N -2.46588 -1.41809 -0.68437
N -1.62672 -0.32058 -0.88441
C 4.24343 -2.03921 0.79001
C 4.23462 -2.83274 1.92059
C -1.53900 1.99689 -1.14394
C 1.90611 -2.34914 2.19458
C 1.70587 2.96366 2.52284
C 0.47761 -3.38940 4.08334
C -1.95277 -2.62427 -0.58398
C -2.08126 3.33482 -1.33427
C -2.42672 -1.02994 2.78355
C 2.50490 -0.17344 -3.67081
C 0.52174 3.12528 -0.50593
C 3.05559 -2.99111 2.63517
C 0.59864 -2.49271 2.89689
C -3.76614 0.84762 -1.43244
C 1.28572 4.18390 3.14301
C 0.36608 2.16490 -4.12237
C 0.76582 0.82040 -1.27080
C -2.29180 0.86931 -1.18470
C 3.06197 -1.42308 0.41171
C -1.39769 4.44472 -1.02709
C -0.04068 4.33861 -0.54380
C 3.09165 2.75121 2.21195
C -0.57149 -0.85609 -3.82672
H 1.56329 2.97755 -0.25805
H -0.49660 -0.91883 -4.91469
H 1.09564 2.92700 -3.84461
H 0.40957 2.02406 -5.20322
H -0.62396 2.54208 -3.86196
H -0.35244 -3.06380 4.70381
H -4.25452 -0.38513 3.39516
H 3.01016 -0.77834 -0.45671
H -4.15146 1.83137 -1.67368
H 5.13659 -3.32768 2.25484
H -0.37266 -1.83896 -3.40235
H -1.58861 -0.56782 -3.56398
H 1.38981 -3.39990 4.67324
H 2.61247 -0.22195 -4.75519
H -4.31272 0.52407 -0.53736
H -3.46515 -1.27192 -0.65177
H 3.04128 -3.61140 3.51659
H -3.73290 -3.53880 -0.17382
H -1.85050 5.41662 -1.16877
H 3.28467 0.48505 -3.28409
H 2.67403 -1.17794 -3.27786
H 5.13697 -1.87937 0.20477
H -2.36132 -4.53341 -0.14117
H 0.26381 -4.41177 3.75977
H 1.78477 1.19028 -1.11644
H 0.53746 5.20877 -0.27279
H -3.83596 -1.98018 3.87391
H -4.03732 0.18427 -2.26075
H -3.08117 3.42414 -1.73124
*
```



(8)
C26H27Br2F32O5P | ωB97M-V/def2-TZVPD

Computed properties:
Gap between HOMO and LUMO, eV: 8.3
DFT total energy, hartree: -10068.12289
SMILES: FC(F)C(F)(F)COC(F)(F)C(F)F.FC(F)C(F)(F)COC(F)(F)C(F)F.FC(F)C(F)(F)COC(F)(F)C(F)F.FC(F)C(F)(F)COC(F)(F)C(F)F.C/C(Br)=C(\Br)PC[C@H](C)O

```
! RIJCOSX wB97M-V def2-TZVPD def2/J DEFGRID3
* xyz 0 1
Br -7.31270 -5.04491 -1.70083
Br -5.14694 -3.40260 2.33414
P -7.73928 -2.45120 0.31160
F 13.62963 4.39897 2.54282
F 13.99095 5.66022 -1.07682
F 9.43089 2.52457 -0.06371
F 15.05958 8.02048 -0.11514
F 7.30003 2.31469 0.18641
F 12.10036 5.86758 0.60882
F 0.26139 -1.52661 2.03880
F 8.19412 4.75115 1.15502
F -9.17085 -0.40399 -1.50891
F -11.93369 -1.93575 -3.47964
F 12.58500 2.61042 1.89464
F -2.12676 0.84554 0.18643
F 2.37625 0.09497 1.30209
F 6.28830 -0.89193 3.15020
F -9.20554 1.57074 -3.51615
F 7.63036 3.49156 2.83012
F -10.09011 -2.56907 -5.58953
F -11.67225 -2.11390 -7.00365
F 16.13672 5.67518 -1.24056
F -0.53504 -1.49019 -0.34130
F 7.19730 0.97198 3.79102
F 10.95486 4.80250 2.10328
F -2.25747 -1.21616 -1.61752
F 5.46961 2.33138 1.94450
F -12.54181 -3.51811 -4.81954
F 0.86193 -0.23772 3.65413
F 4.48006 1.14574 3.45620
F 14.32330 6.85288 1.55907
F -3.81555 -0.47614 0.50654
F 0.58644 0.76747 0.27465
F -9.36628 -1.93115 -3.03735
F -11.02878 0.43592 -3.37421
O -9.59962 0.06029 -5.07375
O 8.70341 1.18216 1.53180
O 15.23534 4.43197 0.34221
O -1.00668 0.25047 2.59078
O -10.26658 -3.97308 2.52327
C -11.19618 -1.80860 -5.76061
C -8.96288 -0.66180 -2.82157
C 15.24663 6.87101 0.57723
C 7.64124 0.21739 1.60016
C -4.92669 -5.84236 0.38455
C -10.89319 -5.28167 0.47970
C -2.45649 -0.40080 0.59910
C -2.09671 -0.54454 2.09673
C -9.72669 0.33779 -3.69741
C 6.60299 0.37026 2.73471
C 8.50995 3.60778 1.81334
C -6.75789 -4.02751 -0.07510
C 13.02696 3.83187 1.47234
C -9.80440 -4.34505 1.18530
C 11.79630 4.63493 1.04393
C 0.30431 -0.23878 2.42401
C -1.87943 -1.46560 -0.33770
C 15.12168 5.65550 -0.34925
C -5.68796 -4.47237 0.73807
C -12.28538 -2.18664 -4.75253
C 8.45517 2.40084 0.86939
C 1.14769 0.64014 1.49270
C 14.09041 3.56626 0.38292
C -9.55031 -3.05246 0.26554
C -10.77821 -0.32090 -5.79970
C 5.29016 1.06838 2.36917
H 13.64559 3.44124 -0.60724
H -2.00522 -1.58938 2.40312
H 11.24143 4.11608 0.25726
H -2.24498 -2.46158 -0.07081
H -9.96598 -4.66191 3.15214
H -11.45750 -4.62141 -0.26778
H 16.23394 6.90380 1.04438
H -10.40565 -6.11963 -0.13380
H -5.73166 -6.57957 0.03884
H -10.28603 -2.26700 0.62104
H -2.96220 -0.17213 2.65112
H -7.88905 -0.61320 -3.01833
H -4.13790 -5.70473 -0.41624
H 1.27404 1.64205 1.91006
H -7.55112 -2.04358 1.67100
H -11.61487 0.34937 -5.58839
H -10.51708 -0.11521 -6.84111
H -9.73340 -3.38032 -0.80403
H 8.16068 -0.72336 1.80067
H -11.61426 -5.78205 1.19641
H 4.75314 0.51426 1.59456
H -8.87383 -4.97399 1.34976
H 14.51603 2.58743 0.61900
H -13.21827 -1.65707 -4.96635
H 9.50616 3.72181 2.24355
H 7.16974 0.06903 0.62572
H -4.50273 -6.30835 1.34046
*
```



Which value of DFT total energy does entry 2 give?
-3706.77659 hartree



The highest DFT total energy belongs to which entry?
C2H5NO